{
  "formula": "C42H37ClN3O7RuS",
  "method": "the ωB97M-V functional and the def2-TZVPD basis",
  "s2": 0.802,
  "e_tot_ha": -3266.77878,
  "multiplicity": 2,
  "total_charge": 0,
  "species": ["Ru", "C", "O", "C", "C", "C", "C", "C", "C", "N", "N", "C", "O", "C", "C", "C", "C", "C", "C", "C", "O", "H", "H", "H", "H", "H", "H", "H", "H", "H", "H", "H", "H", "C", "C", "C", "C", "Cl", "C", "C", "C", "O", "C", "C", "O", "O", "H", "H", "H", "H", "H", "H", "H", "H", "N", "C", "C", "C", "C", "C", "C", "H", "H", "H", "H", "H", "H", "H", "O", "S", "C", "C", "C", "C", "C", "C", "C", "C", "C", "C", "C", "C", "H", "H", "H", "H", "H", "H", "H", "H", "H", "H"],
  "coordinates": [[-0.6941, 0.2379, -0.6980], [-3.8761, -0.7351, 2.1418], [-3.4078, -0.3344, 3.4125], [-2.1743, 0.1997, 3.5943], [-1.8865, 0.5795, 4.8948], [-0.6818, 1.1900, 5.2161], [0.2327, 1.4662, 4.2244], [0.0077, 1.0739, 2.8997], [0.9953, 1.4012, 1.9250], [1.0520, 1.0119, 0.6916], [2.1126, 1.3607, -0.0101], [2.0910, 1.2641, -1.3254], [1.0876, 0.9442, -2.0192], [3.3742, 1.6444, -1.9626], [4.5592, 1.6206, -1.2296], [5.7418, 2.0338, -1.8112], [5.7522, 2.4881, -3.1216], [4.5774, 2.5077, -3.8558], [3.3945, 2.0752, -3.2849], [-1.1886, 0.3604, 2.5642], [-1.3763, -0.1663, 1.4111], [-4.9450, -0.8929, 2.2825], [-3.4049, -1.6707, 1.8279], [-3.7142, 0.0216, 1.3710], [-2.6368, 0.3950, 5.6487], [-0.4783, 1.4657, 6.2401], [1.1511, 1.9789, 4.4688], [1.8027, 2.0476, 2.2800], [4.5347, 1.2726, -0.2086], [6.6602, 2.0090, -1.2414], [6.6775, 2.8279, -3.5654], [4.5853, 2.8688, -4.8732], [2.4721, 2.0792, -3.8441], [-1.4537, 6.2268, -1.1130], [-1.2136, 5.2291, -2.2030], [-0.0406, 5.2820, -2.9432], [0.1912, 4.3884, -3.9720], [1.6257, 4.5472, -4.9223], [-0.7208, 3.3915, -4.2706], [-1.8865, 3.3277, -3.5321], [-2.1496, 4.2403, -2.5175], [-3.3896, 4.1745, -1.9057], [-3.4119, 3.6002, -0.6090], [-2.4939, 2.3648, -0.5794], [-1.2936, 2.5698, -0.3152], [-2.9594, 1.2447, -0.8793], [-0.9037, 7.1438, -1.3135], [-1.1140, 5.8228, -0.1586], [-2.5143, 6.4553, -1.0346], [0.6893, 6.0474, -2.7251], [-0.5257, 2.6965, -5.0731], [-2.6316, 2.5763, -3.7446], [-4.4526, 3.3286, -0.4265], [-3.0636, 4.3103, 0.1516], [-1.5610, -0.4122, -2.8502], [-1.3620, -1.7795, -2.6546], [-2.1858, -2.4986, -1.7808], [-1.9289, -3.8355, -1.5437], [-0.8725, -4.4733, -2.1771], [-0.0601, -3.7664, -3.0476], [-0.3040, -2.4299, -3.2909], [-1.0539, -0.0016, -3.6257], [-2.5079, -0.0694, -2.7160], [-2.9931, -1.9852, -1.2716], [-2.5464, -4.3900, -0.8508], [-0.6731, -5.5139, -1.9751], [0.7723, -4.2578, -3.5329], [0.3336, -1.8700, -3.9595], [-0.0055, -2.0731, -0.0685], [-0.5866, -2.4128, 1.2512], [-0.3837, -4.2227, 1.4099], [-1.2629, -4.8657, 2.2645], [-1.1888, -6.2395, 2.4114], [-0.2490, -6.9571, 1.6903], [0.6277, -6.3055, 0.8397], [0.5659, -4.9293, 0.6989], [0.7814, -2.1048, 2.3991], [1.9829, -1.7132, 1.8431], [3.0612, -1.4563, 2.6689], [2.9283, -1.6000, 4.0404], [1.7195, -2.0014, 4.5881], [0.6330, -2.2495, 3.7659], [-2.0036, -4.2876, 2.8008], [-1.8665, -6.7519, 3.0773], [-0.2091, -8.0311, 1.7837], [1.3601, -6.8736, 0.2894], [1.2281, -4.3963, 0.0375], [2.0433, -1.6145, 0.7687], [4.0018, -1.1479, 2.2407], [3.7704, -1.3961, 4.6844], [1.6272, -2.1216, 5.6572], [-0.3167, -2.5594, 4.1769]],
  "atomic_forces_ev_per_a": [[2.809, 2.865, 2.933], [-0.289, -0.003, -0.341], [-0.022, -0.109, 0.253], [0.543, 0.178, -0.267], [0.068, -0.061, -0.309], [0.125, 0.088, 0.015], [0.001, 0.017, 0.032], [-1.250, -0.488, 0.243], [0.221, -0.196, -0.550], [-2.945, -0.616, -0.474], [2.040, 0.246, -1.006], [0.134, 0.530, 2.202], [-2.363, -1.520, -0.414], [0.105, 0.172, -0.362], [-0.068, -0.066, -0.007], [0.075, -0.001, -0.012], [0.026, 0.028, -0.030], [0.106, 0.013, -0.065], [-0.125, -0.182, 0.212], [0.487, 1.266, 1.454], [-0.238, -0.278, -3.260], [0.016, -0.045, -0.045], [-0.032, 0.049, -0.053], [-0.062, -0.094, 0.117], [-0.092, -0.022, 0.068], [0.016, 0.057, 0.049], [0.136, 0.068, -0.001], [0.063, -0.270, -0.285], [-0.011, 0.028, 0.058], [0.039, -0.002, 0.037], [0.039, 0.014, -0.051], [-0.025, 0.021, -0.111], [-0.063, 0.027, -0.050], [-0.054, -0.099, 0.006], [-0.247, -0.114, -0.045], [-0.054, -0.061, -0.057], [-0.163, -0.088, 0.101], [0.241, 0.073, -0.206], [0.115, 0.111, 0.066], [-0.196, 0.069, 0.160], [0.188, 0.131, -0.358], [0.252, 0.144, -0.277], [0.155, -0.287, 0.433], [-0.907, 0.490, 0.044], [1.146, -1.497, -0.351], [0.067, -0.729, -0.224], [-0.007, 0.046, 0.050], [-0.013, 0.025, 0.089], [-0.050, 0.061, 0.058], [0.073, 0.061, -0.011], [0.014, -0.031, -0.072], [-0.139, -0.073, -0.039], [0.171, -0.034, 0.047], [-0.053, -0.061, -0.124], [0.191, 0.989, 1.674], [-0.038, -1.596, -0.336], [0.024, 0.207, -0.386], [-0.116, -0.044, -0.192], [0.012, -0.039, -0.025], [-0.057, -0.186, 0.123], [-0.240, 0.456, 0.131], [-0.085, 0.112, 0.207], [0.082, 0.022, -0.249], [-0.075, 0.000, 0.033], [-0.083, 0.000, 0.031], [-0.007, -0.110, 0.009], [0.009, 0.004, -0.041], [0.101, 0.079, -0.075], [0.412, 1.438, -1.827], [0.204, -1.903, 2.025], [-0.227, 0.391, -0.270], [-0.060, 0.205, -0.047], [0.008, -0.088, 0.055], [-0.080, -0.098, 0.053], [0.061, 0.096, -0.011], [0.038, 0.064, 0.015], [-0.134, 0.257, -0.127], [-0.138, -0.091, -0.236], [0.040, -0.032, 0.104], [0.070, 0.052, -0.026], [-0.084, -0.046, 0.029], [-0.090, -0.047, 0.025], [-0.113, 0.006, 0.054], [-0.077, -0.028, 0.049], [0.036, -0.123, 0.038], [0.116, -0.059, -0.112], [0.151, 0.066, -0.165], [0.123, 0.091, -0.032], [0.117, 0.058, -0.054], [0.072, 0.005, 0.079], [-0.060, 0.024, 0.078], [-0.101, 0.012, 0.126]],
  "mulliken_spin": [1.02, 0.00, 0.00, -0.01, 0.01, -0.01, 0.01, -0.01, 0.05, -0.05, -0.05, -0.02, 0.01, 0.01, 0.00, 0.00, 0.00, 0.00, 0.00, 0.01, -0.01, 0.00, 0.00, 0.00, 0.00, 0.00, 0.00, -0.01, 0.00, 0.00, 0.00, 0.00, 0.00, 0.00, 0.00, 0.00, 0.00, 0.00, 0.00, 0.00, 0.00, 0.00, 0.00, -0.02, 0.00, 0.08, 0.00, 0.00, 0.00, 0.00, 0.00, 0.00, 0.00, 0.00, 0.04, -0.01, 0.00, 0.00, 0.00, 0.00, 0.00, 0.00, 0.00, 0.00, 0.00, 0.00, 0.00, 0.00, 0.00, -0.01, 0.00, 0.00, 0.00, 0.00, 0.00, 0.00, 0.00, 0.00, 0.00, 0.00, 0.00, 0.00, 0.00, 0.00, 0.00, 0.00, 0.00, 0.00, 0.00, 0.00, 0.00, 0.00]
}